# 1
Entry from OMol25: a single C18H23NO4 molecule (the ωB97M-V functional and the def2-TZVPD basis).

```
46
Properties=species:S:1:pos:R:3:nbo_charge:R:1
C -5.701 -0.476 2.229 -0.6343
C -4.545 0.477 1.966 -0.0738
O -3.745 0.032 0.871 -0.5116
C -4.166 0.337 -0.357 0.8100
O -5.140 1.005 -0.595 -0.6086
C -3.261 -0.266 -1.411 -0.5470
C -1.816 -0.274 -1.001 -0.1576
C -1.073 0.849 -0.807 0.1268
C -1.632 2.226 -0.994 -0.6611
C 0.299 0.710 -0.405 -0.2220
C 1.185 1.773 -0.183 -0.1481
C 2.483 1.565 0.199 -0.3082
C 3.002 0.266 0.399 0.3076
N 4.288 0.067 0.816 -0.4397
C 4.781 -1.261 1.107 -0.2027
C 5.273 -2.021 -0.126 -0.6226
C 5.258 1.141 0.787 -0.2042
C 5.665 1.554 -0.629 -0.6210
C 2.125 -0.800 0.176 -0.3865
C 0.813 -0.582 -0.211 0.4357
O 0.050 -1.685 -0.405 -0.4687
C -1.251 -1.602 -0.797 0.7505
O -1.856 -2.637 -0.960 -0.5870
H -5.325 -1.484 2.388 0.2139
H -6.377 -0.481 1.378 0.2229
H -6.247 -0.154 3.112 0.2150
H -3.862 0.515 2.818 0.1887
H -4.923 1.481 1.744 0.1969
H -3.424 0.259 -2.353 0.2396
H -3.565 -1.311 -1.539 0.2853
H -2.678 2.200 -1.276 0.2324
H -1.074 2.752 -1.768 0.2311
H -1.540 2.791 -0.067 0.2309
H 0.840 2.787 -0.317 0.2149
H 3.105 2.430 0.359 0.2117
H 3.989 -1.827 1.603 0.2022
H 5.603 -1.164 1.822 0.1987
H 5.532 -3.041 0.149 0.2145
H 6.155 -1.545 -0.545 0.2035
H 4.501 -2.050 -0.890 0.2144
H 6.144 0.804 1.329 0.2034
H 4.863 2.009 1.326 0.1934
H 4.795 1.855 -1.206 0.2143
H 6.146 0.728 -1.146 0.2071
H 6.362 2.387 -0.584 0.2121
H 2.424 -1.828 0.283 0.2273
```

Summary:
* largest force on an atom: 0.83 eV/A
* HOMO-LUMO gap: 0.2947 hartree
* total charge: 0
* relative energy (zero: lowest compared OMol25 entry of this formula, charge and spin): 0.4383 eV
* SMILES: CCOC(=O)Cc1c(C)c2ccc(N(CC)CC)cc2oc1=O
* HOMO: -7.624 eV

# 2
Entry from OMol25: a single C18H23NO7 molecule in a non-equilibrium geometry (the ωB97M-V functional and the def2-TZVPD basis).

```
49
Properties=species:S:1:pos:R:3:nbo_charge:R:1
C 2.517 2.651 1.372 -0.6418
C 2.376 2.584 -0.211 0.0904
O 1.489 3.513 -0.860 -0.4767
C 1.124 2.178 -1.017 0.1325
C 1.279 1.494 -2.354 -0.4415
C 0.876 -0.024 -2.324 0.1968
C -0.612 -0.305 -2.697 -0.0764
O 0.418 -0.394 -3.626 -0.5009
C 1.878 -1.073 -1.750 0.1768
C 1.643 -2.587 -2.217 -0.6265
O 3.288 -0.746 -2.076 -0.7314
C 1.700 -1.051 -0.169 0.7796
O 2.693 -0.856 0.551 -0.5951
O 0.420 -1.168 0.294 -0.5312
C 0.244 -1.762 1.654 -0.0972
C -0.054 -0.724 2.695 -0.0481
C 0.889 -0.258 3.573 -0.1136
C 0.469 0.917 4.375 -0.2593
N -0.872 1.099 3.786 -0.4425
C -1.393 2.417 3.573 -0.2333
C -2.155 2.253 2.326 -0.4294
C -1.443 1.057 1.633 0.0922
O -0.240 1.581 1.059 -0.5278
C -0.231 1.917 -0.283 0.8047
O -1.265 2.184 -0.932 -0.6036
C -1.261 0.102 2.730 -0.1078
H 2.519 1.674 1.821 0.2318
H 3.518 2.959 1.530 0.2130
H 1.760 3.292 1.810 0.2220
H 3.358 2.538 -0.711 0.1931
H 2.340 1.575 -2.665 0.2475
H 0.688 1.943 -3.112 0.2412
H -1.179 0.591 -2.686 0.2121
H -1.015 -1.260 -2.443 0.1871
H 2.277 -3.274 -1.655 0.2138
H 1.747 -2.761 -3.308 0.2427
H 0.639 -2.885 -1.989 0.2138
H 3.973 -1.420 -1.789 0.4951
H 0.959 -2.500 2.011 0.2141
H -0.629 -2.286 1.590 0.1890
H 1.807 -0.802 3.490 0.2192
H 1.160 1.740 4.016 0.2084
H 0.545 0.575 5.438 0.2077
H -0.566 3.087 3.354 0.1940
H -2.167 2.681 4.343 0.1983
H -2.033 3.059 1.606 0.2321
H -3.262 2.174 2.372 0.2177
H -2.081 0.681 0.836 0.2087
H -2.207 -0.447 2.964 0.2086
```

Summary:
* largest force on an atom: 3.88 eV/A
* HOMO-LUMO gap: 0.3297 hartree
* total charge: 0
* relative energy (zero: lowest compared OMol25 entry of this formula, charge and spin): 6.1640 eV
* SMILES: C[C@@H]1O[C@@]12C[C@]1(CO1)[C@@](C)(O)C(=O)OCC1=CCN3CC[C@@H](OC2=O)[C@@H]13
* HOMO: -8.390 eV

# 3
Entry from OMol25: a 2-piece molecular cluster, C18H24ClFN3O5 overall in a non-equilibrium geometry (the ωB97M-V functional and the def2-TZVPD basis).

```
52
Properties=species:S:1:pos:R:3:nbo_charge:R:1
Cl -2.735 -3.017 8.311 0.0169
C -2.790 -2.929 6.534 -0.2060
N -3.237 -1.599 6.079 -0.2173
C -4.684 -1.261 6.541 -0.2401
C -5.061 0.081 5.961 -0.2585
N -3.960 0.549 5.157 -0.3868
F -4.766 2.523 4.017 -0.3407
C -3.696 -0.301 4.017 -0.2579
C -3.243 -1.646 4.541 -0.2400
C -2.782 0.837 5.931 -0.2562
C -2.269 -0.460 6.506 -0.2413
H -1.783 -3.077 6.124 0.2407
H -3.518 -3.652 6.149 0.2414
H -5.333 -2.058 6.138 0.2301
H -4.675 -1.256 7.640 0.2495
H -5.952 0.026 5.326 0.2329
H -5.255 0.838 6.728 0.2308
H -4.609 -0.380 3.414 0.2304
H -2.934 0.180 3.394 0.2290
H -2.208 -1.870 4.229 0.2316
H -3.945 -2.447 4.252 0.2329
H -2.059 1.321 5.266 0.2278
H -3.064 1.566 6.696 0.2295
H -2.250 -0.450 7.605 0.2498
H -1.285 -0.711 6.077 0.2290
C -0.804 5.600 3.465 -0.6307
C -1.892 4.962 2.649 -0.0786
O -2.913 4.562 3.597 -0.4910
C -4.014 4.214 2.938 0.7513
C -5.145 3.817 3.848 0.0365
C -6.542 3.536 3.315 0.5269
O -7.446 3.584 4.132 -0.4814
C -6.666 3.066 1.915 -0.0340
C -5.865 2.042 1.398 -0.2010
C -6.083 1.542 0.127 -0.1696
C -7.091 2.130 -0.670 0.0405
N -7.249 1.684 -2.021 0.4910
O -8.117 2.212 -2.754 -0.3557
O -6.510 0.772 -2.458 -0.3711
C -7.907 3.161 -0.164 -0.1729
C -7.712 3.597 1.132 -0.1836
O -4.072 4.121 1.727 -0.5750
H 0.083 5.693 2.836 0.2265
H -1.110 6.609 3.770 0.2210
H -0.558 5.014 4.358 0.2139
H -2.345 5.673 1.948 0.2086
H -1.543 4.076 2.100 0.1892
H -5.119 4.291 4.841 0.2108
H -5.082 1.600 1.998 0.2176
H -5.483 0.732 -0.282 0.2520
H -8.677 3.583 -0.811 0.2633
H -8.344 4.377 1.546 0.2375
```

Summary:
* largest force on an atom: 4.09 eV/A
* HOMO-LUMO gap: 0.3330 hartree
* total charge: +1
* HOMO: -12.071 eV

# 4
Entry from OMol25: an isolated ion of composition C18H24ClN2O2 and charge +1 in a non-equilibrium geometry (the ωB97M-V functional and the def2-TZVPD basis).

```
47
Properties=species:S:1:pos:R:3:nbo_charge:R:1
Cl 6.136 0.095 0.586 0.0316
C 4.521 -0.340 0.164 -0.0150
C 4.215 -1.666 -0.113 -0.2228
C 2.916 -1.999 -0.449 -0.2036
C 1.932 -1.030 -0.511 -0.1546
C 2.237 0.303 -0.232 -0.1301
C 1.223 1.341 -0.294 0.3566
C 1.337 2.707 -0.239 -0.3065
C 0.030 3.229 -0.337 -0.2574
C -0.805 2.158 -0.453 0.2247
C -2.290 2.095 -0.559 -0.2631
N -2.867 1.440 0.632 -0.6402
C -4.291 1.729 0.866 -0.2247
C -5.180 0.742 0.104 -0.4351
C -4.914 -0.692 0.556 -0.2169
N -3.502 -1.050 0.278 -0.4360
C -2.926 -2.025 1.222 -0.2513
C -1.441 -2.212 0.890 -0.0897
O -1.275 -2.666 -0.427 -0.5046
C -1.814 -1.757 -1.354 -0.1004
C -3.308 -1.546 -1.099 -0.2543
O -0.089 1.002 -0.424 -0.4440
C 3.548 0.641 0.109 -0.2097
H 4.985 -2.419 -0.067 0.2372
H 2.666 -3.026 -0.670 0.2247
H 0.930 -1.310 -0.790 0.2012
H 2.237 3.278 -0.150 0.2416
H -0.250 4.262 -0.332 0.2385
H -2.660 3.121 -0.661 0.2213
H -2.593 1.532 -1.448 0.2014
H -2.322 1.730 1.440 0.4036
H -4.488 1.633 1.936 0.2133
H -4.540 2.755 0.571 0.2092
H -6.223 0.986 0.299 0.2530
H -5.018 0.844 -0.969 0.2131
H -5.083 -0.769 1.632 0.2208
H -5.583 -1.395 0.055 0.2285
H -2.985 -0.056 0.418 0.4805
H -3.037 -1.657 2.242 0.2265
H -3.450 -2.980 1.123 0.2247
H -1.001 -2.972 1.536 0.2278
H -0.906 -1.261 1.038 0.1834
H -1.658 -2.195 -2.341 0.2267
H -1.288 -0.793 -1.297 0.1921
H -3.715 -0.830 -1.812 0.2249
H -3.836 -2.498 -1.207 0.2241
H 3.809 1.661 0.335 0.2290
```

Summary:
* largest force on an atom: 1.19 eV/A
* HOMO-LUMO gap: 0.3116 hartree
* total charge: +1
* relative energy (zero: lowest compared OMol25 entry of this formula, charge and spin): 0.0351 eV
* SMILES: Clc1cccc(-c2ccc(CNCCC[NH+]3CCOCC3)o2)c1
* HOMO: -10.737 eV

# 5
Entry from OMol25: C18H24CuN3Te as an isolated structure in a non-equilibrium geometry (the ωB97M-V functional and the def2-TZVPD basis).

```
47
Properties=species:S:1:pos:R:3:mulliken_spin:R:1
Cu 0.800 -0.677 -0.734 0.8505
N 3.247 -0.800 1.478 -0.0001
C 3.657 -0.766 0.170 0.0040
C 5.040 -0.724 -0.077 0.0041
C 5.501 -0.728 -1.372 -0.0020
C 4.577 -0.776 -2.415 -0.0018
C 3.238 -0.788 -2.101 0.0142
N 2.776 -0.773 -0.840 0.0645
C 1.996 -0.787 2.057 -0.0040
C 1.929 -0.705 3.455 0.0087
C 0.698 -0.720 4.070 -0.0057
C -0.446 -0.831 3.284 0.0085
C -0.294 -0.887 1.917 0.0051
N 0.895 -0.852 1.311 0.0372
H 3.999 -0.792 2.156 0.0001
H 5.719 -0.696 0.758 -0.0002
H 6.561 -0.706 -1.574 0.0002
H 4.896 -0.820 -3.443 -0.0003
H 2.481 -0.810 -2.872 -0.0128
H 2.839 -0.628 4.030 0.0012
H 0.628 -0.649 5.142 -0.0001
H -1.427 -0.881 3.723 0.0010
H -1.140 -0.962 1.249 -0.0061
C 1.168 4.270 -1.054 -0.0017
Te 1.082 2.395 0.032 0.0545
C -1.065 2.447 0.146 -0.0028
H 0.492 4.227 -1.901 0.0000
H 2.181 4.423 -1.407 0.0004
H 0.887 5.085 -0.397 0.0025
H -1.395 3.183 0.870 0.0010
H -1.399 1.459 0.433 -0.0036
H -1.462 2.689 -0.832 -0.0004
C -4.343 -1.457 -2.303 0.0047
C -3.719 -0.837 -1.052 0.0135
C -4.187 0.615 -0.893 0.0017
C -4.092 -1.672 0.180 0.0033
C -2.258 -0.811 -1.124 0.1340
C -1.053 -0.715 -1.118 -0.1732
H -5.425 -1.443 -2.205 -0.0001
H -4.026 -2.489 -2.427 -0.0004
H -4.074 -0.898 -3.195 0.0002
H -5.272 0.658 -0.848 -0.0001
H -3.852 1.210 -1.740 -0.0001
H -3.787 1.053 0.020 -0.0001
H -5.173 -1.696 0.292 0.0002
H -3.661 -1.249 1.087 0.0006
H -3.732 -2.692 0.067 -0.0002
```

Summary:
* largest force on an atom: 1.08 eV/A
* HOMO-LUMO gap (spin up / spin down): 0.2902 / 0.2179 hartree
* total charge: +1
* multiplicity: 2
* <S²>: 0.755
* HOMO (spin up / spin down): -10.906 / -10.833 eV